Arrangement w

Computed, not measured: a molecular structure, CH3N3O, with ωB97M-V/def2-TZVPD.

As for the HOMO-LUMO gap (alpha / beta): 9.3 / 9.3 eV. The HOMO energy (alpha / beta) comes out at -0.3533 / -0.3533 Ha.

Structure (ORCA input):
```
! wB97M-V def2-TZVPD RIJCOSX def2/J DEFGRID3
* xyz 0 1
O 0.217 2.135 2.233
N -0.804 -0.409 -0.436
N -0.004 -0.646 -1.430
N 0.203 0.041 1.106
C 0.185 1.117 1.642
H -0.726 -1.162 0.274
H 0.856 -1.176 -1.275
H 0.074 0.100 -2.115
*
```

In elementary charge units, the Löwdin charges are: number 1, O, carries 0.10; number 2, N, carries 0.02; number 3, N, carries 0.00; number 4, N, carries 0.04; number 5, C, carries -0.46; number 6, H, carries 0.08; number 7, H, carries 0.12; number 8, H, carries 0.11


Arrangement x

Computed, not measured: a molecular structure, CH3N3O, with ωB97M-V/def2-TZVPD.

As for the HOMO-LUMO gap: 9.7 eV. The HOMO energy comes out at -0.3245 Ha.

Structure (ORCA input):
```
! wB97M-V def2-TZVPD RIJCOSX def2/J DEFGRID3
* xyz 0 1
O 2.115 0.011 0.156
N -0.067 -1.035 -0.180
N -0.075 0.965 -0.038
N -1.056 -0.019 0.000
C 0.910 0.008 0.086
H -1.656 0.063 -0.722
H -0.202 2.019 0.397
H 0.032 -2.011 0.301
*
```

In elementary charge units, the Löwdin charges are: number 1, O, carries 0.06; number 2, N, carries 0.06; number 3, N, carries 0.03; number 4, N, carries -0.07; number 5, C, carries -0.55; number 6, H, carries 0.06; number 7, H, carries 0.23; number 8, H, carries 0.18


Relative energies with respect to the most stable structure, expressed in hartree: arrangement w 0.0000; arrangement x 0.0024.


Arrangement w

Computed, not measured: 2 unconnected molecules or ions with the total composition C2H9NOS, with ωB97M-V/def2-TZVPD.

As for the HOMO-LUMO gap: 9.8 eV. Its SMILES is NCO.CS. The HOMO energy comes out at -0.3332 Ha.

Structure (ORCA input):
```
! wB97M-V def2-TZVPD RIJCOSX def2/J DEFGRID3
* xyz 0 1
S 2.211 0.113 1.925
O 0.644 0.732 -1.217
N -1.235 -0.294 -2.342
C 0.566 -0.582 2.233
C -0.719 0.640 -1.330
H -0.552 -0.702 -2.959
H -0.075 0.202 2.671
H -1.882 -0.956 -1.979
H 0.991 -0.087 -0.820
H -1.209 0.332 -0.370
H -1.260 1.572 -1.457
H 1.990 1.250 1.244
H 0.643 -1.363 2.978
H -0.113 -0.857 1.424
*
```

In elementary charge units, the Löwdin charges are: number 1, S, carries 0.63; number 2, O, carries -0.05; number 3, N, carries 0.01; number 4, C, carries -0.50; number 5, C, carries -0.39; number 6, H, carries 0.06; number 7, H, carries 0.03; number 8, H, carries 0.04; number 9, H, carries 0.08; number 10, H, carries 0.10; number 11, H, carries 0.10; number 12, H, carries -0.16; number 13, H, carries 0.02; number 14, H, carries 0.01


Arrangement x

Computed, not measured: 2 unconnected molecules or ions with the total composition C2H9NOS, with ωB97M-V/def2-TZVPD.

As for the HOMO-LUMO gap: 9.8 eV. Its SMILES is NCCS.O. The HOMO energy comes out at -0.3321 Ha.

Structure (ORCA input):
```
! wB97M-V def2-TZVPD RIJCOSX def2/J DEFGRID3
* xyz 0 1
S -0.499 1.398 -2.223
O 0.468 -3.881 0.449
N 1.180 0.858 0.769
C -0.328 0.507 0.720
C -1.126 1.094 -0.609
H -0.786 0.806 1.701
H 0.501 -3.121 1.004
H -1.584 2.090 -0.487
H 1.417 1.811 0.655
H 0.067 2.653 -2.199
H -0.120 -0.551 0.657
H 1.241 -4.418 0.329
H -2.067 0.393 -0.709
H 1.636 0.362 -0.055
*
```

In elementary charge units, the Löwdin charges are: number 1, S, carries 0.66; number 2, O, carries -0.04; number 3, N, carries -0.05; number 4, C, carries -0.23; number 5, C, carries -0.62; number 6, H, carries 0.11; number 7, H, carries 0.01; number 8, H, carries 0.03; number 9, H, carries 0.02; number 10, H, carries -0.13; number 11, H, carries 0.06; number 12, H, carries 0.03; number 13, H, carries 0.09; number 14, H, carries 0.07


Relative energies with respect to the most stable structure, expressed in hartree: arrangement w 0.0000; arrangement x 0.0193.


Arrangement w

Computed, not measured: 2 unconnected molecules or ions with the total composition C6H15NO2, with ωB97M-V/def2-TZVPD.

As for the HOMO-LUMO gap: 9.6 eV. Its SMILES is C[C@@H](O)C=O.CCNC. The HOMO energy comes out at -0.3236 Ha.

Structure (ORCA input):
```
! wB97M-V def2-TZVPD RIJCOSX def2/J DEFGRID3
* xyz 0 1
O 1.761 2.021 -1.912
O -0.936 1.757 -0.671
N 0.266 -0.762 1.579
C -0.033 0.533 2.173
C 1.723 -0.357 -2.052
C -2.183 -1.066 0.976
C -0.708 -1.267 0.626
C 1.212 0.862 -1.301
C -0.301 1.031 -1.391
H -2.799 -1.584 0.252
H -0.524 -0.767 -0.334
H -0.237 1.255 1.390
H 1.514 0.810 -0.244
H 1.408 -1.268 -1.552
H -0.501 -2.332 0.488
H -2.409 -1.460 1.963
H 2.807 -0.323 -2.084
H -2.439 -0.014 0.952
H 0.387 -1.437 2.329
H -0.896 0.517 2.856
H 0.844 0.853 2.733
H 1.351 -0.350 -3.074
H 1.461 2.800 -1.431
H -0.766 0.547 -2.271
*
```

In elementary charge units, the Löwdin charges are: number 1, O, carries -0.02; number 2, O, carries 0.05; number 3, N, carries -0.13; number 4, C, carries -0.14; number 5, C, carries -0.03; number 6, C, carries -0.09; number 7, C, carries -0.30; number 8, C, carries -0.41; number 9, C, carries -0.24; number 10, H, carries 0.07; number 11, H, carries 0.06; number 12, H, carries 0.05; number 13, H, carries 0.14; number 14, H, carries 0.08; number 15, H, carries 0.12; number 16, H, carries 0.07; number 17, H, carries 0.09; number 18, H, carries 0.06; number 19, H, carries 0.10; number 20, H, carries 0.08; number 21, H, carries 0.08; number 22, H, carries 0.08; number 23, H, carries 0.10; number 24, H, carries 0.14


Arrangement x

Computed, not measured: 2 unconnected molecules or ions with the total composition C6H15NO2, with ωB97M-V/def2-TZVPD.

As for the HOMO-LUMO gap: 10.2 eV. Its SMILES is [H]/N=C(/C)O.CC(C)CO. The HOMO energy comes out at -0.3539 Ha.

Structure (ORCA input):
```
! wB97M-V def2-TZVPD RIJCOSX def2/J DEFGRID3
* xyz 0 1
O 2.352 0.128 0.633
O 0.618 0.006 -1.671
N 1.263 -0.715 2.378
C -1.305 2.212 -1.056
C 2.091 -2.461 0.725
C -1.016 0.988 -0.187
C -2.198 0.646 0.720
C 1.763 -1.165 1.356
C -0.657 -0.219 -1.048
H -0.605 -1.122 -0.428
H -1.954 -0.184 1.384
H 2.052 0.138 -0.296
H -2.461 1.504 1.339
H 0.687 -0.542 -2.458
H -2.189 2.043 -1.677
H 1.686 -2.498 -0.288
H -1.432 -0.375 -1.808
H 1.661 0.358 1.950
H -0.151 1.202 0.447
H -1.497 3.088 -0.436
H -3.078 0.376 0.130
H 3.173 -2.583 0.669
H 1.659 -3.254 1.332
H -0.461 2.431 -1.709
*
```

In elementary charge units, the Löwdin charges are: number 1, O, carries -0.12; number 2, O, carries -0.09; number 3, N, carries 0.12; number 4, C, carries -0.07; number 5, C, carries -0.03; number 6, C, carries -0.43; number 7, C, carries -0.07; number 8, C, carries -0.46; number 9, C, carries -0.23; number 10, H, carries 0.11; number 11, H, carries 0.08; number 12, H, carries 0.04; number 13, H, carries 0.08; number 14, H, carries 0.10; number 15, H, carries 0.08; number 16, H, carries 0.07; number 17, H, carries 0.13; number 18, H, carries 0.16; number 19, H, carries 0.12; number 20, H, carries 0.08; number 21, H, carries 0.08; number 22, H, carries 0.09; number 23, H, carries 0.09; number 24, H, carries 0.07


Arrangement y

Computed, not measured: 3 unconnected molecules or ions with the total composition C6H15NO2, with ωB97M-V/def2-TZVPD.

As for the HOMO-LUMO gap (alpha / beta): 7.0 / 7.0 eV. The HOMO energy (alpha / beta) comes out at -0.2305 / -0.2306 Ha.

Structure (ORCA input):
```
! wB97M-V def2-TZVPD RIJCOSX def2/J DEFGRID3
* xyz 0 1
O 1.979 -0.733 -1.277
O -0.485 -1.489 -1.480
N 2.513 -0.113 0.992
C -0.654 0.616 1.636
C 1.694 -0.909 0.157
C -0.148 1.382 -0.765
C -0.579 0.289 0.173
C -0.649 -1.045 -0.229
C -2.657 0.083 -0.350
H 0.919 1.581 -0.664
H -0.335 1.113 -1.804
H -2.872 1.124 -0.125
H -2.775 -0.140 -1.405
H -1.272 1.501 1.802
H 2.446 0.875 0.775
H -1.024 -1.779 0.477
H 2.789 -1.203 -1.530
H -1.063 -0.214 2.215
H 0.392 -1.141 -1.798
H -3.197 -0.596 0.305
H -0.694 2.299 -0.536
H 3.503 -0.362 1.004
H 0.349 0.824 2.016
H 1.817 -1.964 0.410
*
```

In elementary charge units, the Löwdin charges are: number 1, O, carries -0.14; number 2, O, carries 0.02; number 3, N, carries 0.00; number 4, C, carries -0.04; number 5, C, carries -0.34; number 6, C, carries -0.03; number 7, C, carries -0.40; number 8, C, carries -0.23; number 9, C, carries 0.02; number 10, H, carries 0.08; number 11, H, carries 0.09; number 12, H, carries 0.03; number 13, H, carries 0.03; number 14, H, carries 0.09; number 15, H, carries 0.05; number 16, H, carries 0.15; number 17, H, carries 0.09; number 18, H, carries 0.09; number 19, H, carries 0.09; number 20, H, carries 0.03; number 21, H, carries 0.09; number 22, H, carries 0.07; number 23, H, carries 0.08; number 24, H, carries 0.09


Relative energies with respect to the most stable structure, expressed in hartree: arrangement w 0.0000; arrangement x 0.0315; arrangement y 0.1473.


Arrangement w

Computed, not measured: a single C6H15NO2 molecule, with ωB97M-V/def2-TZVPD.

As for the HOMO-LUMO gap: 10.0 eV. Its SMILES is CC(C)OC[C@H](O)CN. The HOMO energy comes out at -0.3308 Ha.

Structure (ORCA input):
```
! wB97M-V def2-TZVPD RIJCOSX def2/J DEFGRID3
* xyz 0 1
O 0.213 -0.592 0.722
O -0.955 -2.499 -0.657
N 0.683 -0.417 -2.122
C 0.942 0.429 1.384
C -1.066 -0.253 0.224
C 1.282 1.603 0.462
C -0.737 -0.693 -2.274
C 0.252 0.902 2.664
C -1.369 -1.189 -0.959
H 1.473 1.225 -0.540
H 0.465 2.321 0.417
H -0.951 -1.457 -3.039
H -0.664 1.441 2.431
H 0.915 1.567 3.211
H 2.165 2.117 0.832
H -0.157 -2.409 -0.118
H -1.821 -0.403 1.009
H 1.151 -1.242 -1.761
H 1.871 -0.089 1.652
H -1.104 0.784 -0.119
H -1.230 0.237 -2.574
H -2.454 -1.234 -1.115
H 1.091 -0.201 -3.026
H 0.007 0.052 3.296
*
```

In elementary charge units, the Löwdin charges are: number 1, O, carries -0.15; number 2, O, carries -0.02; number 3, N, carries 0.01; number 4, C, carries -0.43; number 5, C, carries -0.16; number 6, C, carries -0.05; number 7, C, carries -0.23; number 8, C, carries -0.05; number 9, C, carries -0.36; number 10, H, carries 0.06; number 11, H, carries 0.07; number 12, H, carries 0.11; number 13, H, carries 0.08; number 14, H, carries 0.08; number 15, H, carries 0.08; number 16, H, carries 0.08; number 17, H, carries 0.13; number 18, H, carries 0.08; number 19, H, carries 0.14; number 20, H, carries 0.12; number 21, H, carries 0.11; number 22, H, carries 0.14; number 23, H, carries 0.08; number 24, H, carries 0.08


Arrangement x

Computed, not measured: a molecular structure, C6H15NO2, with ωB97M-V/def2-TZVPD.

As for the HOMO-LUMO gap: 9.2 eV. The HOMO energy comes out at -0.3034 Ha.

Structure (ORCA input):
```
! wB97M-V def2-TZVPD RIJCOSX def2/J DEFGRID3
* xyz 0 1
O 0.465 -0.969 -0.712
O 3.519 0.366 0.412
N 1.368 -0.146 -0.048
C 3.194 -1.517 -1.028
C 2.599 -0.418 -0.217
C -1.280 1.553 1.360
C -2.016 0.866 0.248
C -1.544 1.140 -1.123
C -1.915 -1.064 0.639
H 2.411 -2.006 -1.603
H 3.035 1.036 0.916
H -2.276 0.872 -1.883
H 3.960 -1.115 -1.691
H -1.200 2.169 -1.241
H 3.678 -2.243 -0.370
H -3.096 0.873 0.366
H -1.230 -1.823 1.033
H -2.594 -1.466 -0.112
H -0.632 0.511 -1.288
H -0.636 -0.909 -0.087
H -1.462 2.630 1.280
H -0.209 1.380 1.268
H -2.516 -0.950 1.541
H -1.623 1.230 2.341
*
```

In elementary charge units, the Löwdin charges are: number 1, O, carries -0.23; number 2, O, carries 0.04; number 3, N, carries 0.00; number 4, C, carries 0.00; number 5, C, carries -0.46; number 6, C, carries -0.10; number 7, C, carries -0.29; number 8, C, carries -0.11; number 9, C, carries -0.06; number 10, H, carries 0.07; number 11, H, carries 0.10; number 12, H, carries 0.08; number 13, H, carries 0.08; number 14, H, carries 0.09; number 15, H, carries 0.09; number 16, H, carries 0.11; number 17, H, carries 0.08; number 18, H, carries 0.06; number 19, H, carries 0.06; number 20, H, carries 0.11; number 21, H, carries 0.08; number 22, H, carries 0.06; number 23, H, carries 0.06; number 24, H, carries 0.08


Arrangement y

Computed, not measured: a single C6H15NO2 molecule, with ωB97M-V/def2-TZVPD.

As for the HOMO-LUMO gap: 9.1 eV. Its SMILES is CC[C@@H](C)[C@H](O)[C@H](N)O. The HOMO energy comes out at -0.3065 Ha.

Structure (ORCA input):
```
! wB97M-V def2-TZVPD RIJCOSX def2/J DEFGRID3
* xyz 0 1
O -2.658 0.807 -0.904
O -0.835 -1.223 -1.302
N -2.956 -0.358 1.172
C -0.652 -0.699 -0.041
C 1.850 -0.911 0.079
C -2.093 0.415 0.334
C 3.052 -0.251 0.724
C 0.420 0.247 0.185
C 0.618 1.372 -0.803
H 3.942 -0.883 0.663
H -0.736 -1.495 0.696
H 0.441 0.577 1.222
H 0.780 2.316 -0.286
H -0.574 -0.556 -1.952
H -3.165 -1.261 0.761
H -0.216 1.531 -1.485
H 2.001 -1.082 -0.988
H -1.843 1.343 0.849
H 1.622 -1.868 0.548
H -3.832 0.119 1.370
H -2.803 0.002 -1.420
H 3.293 0.700 0.248
H 1.479 1.221 -1.454
H 2.864 -0.063 1.783
*
```

In elementary charge units, the Löwdin charges are: number 1, O, carries -0.05; number 2, O, carries 0.00; number 3, N, carries 0.04; number 4, C, carries -0.32; number 5, C, carries -0.15; number 6, C, carries -0.36; number 7, C, carries -0.15; number 8, C, carries -0.27; number 9, C, carries -0.07; number 10, H, carries 0.07; number 11, H, carries 0.14; number 12, H, carries 0.13; number 13, H, carries 0.08; number 14, H, carries 0.10; number 15, H, carries 0.07; number 16, H, carries 0.07; number 17, H, carries 0.09; number 18, H, carries 0.13; number 19, H, carries 0.09; number 20, H, carries 0.08; number 21, H, carries 0.08; number 22, H, carries 0.06; number 23, H, carries 0.08; number 24, H, carries 0.07


Relative energies with respect to the most stable structure, expressed in hartree: arrangement w 0.0000; arrangement x 0.1488; arrangement y 0.0459.